# 1
Computed, not measured: 10 unconnected molecules or ions with the total composition C25H46O13, with ωB97M-V/def2-TZVPD.

Atoms and positions in Å:
C 1.15 -1.52 4.70
H 4.05 -2.77 0.10
H 0.65 -4.84 -1.67
H 1.21 2.28 5.57
H 3.08 -1.76 5.67
O 6.18 2.71 1.57
H 4.75 2.56 -1.20
O -3.72 -3.38 -0.82
H -2.99 1.80 -1.73
C -5.75 1.26 0.77
H 2.38 -0.38 -2.28
O -1.12 -0.07 -6.55
H -4.32 -5.22 -0.70
H -0.73 2.15 -1.78
H -1.09 -0.82 2.68
C 3.75 -0.10 2.00
O -2.86 2.71 -1.73
O 3.77 2.86 -1.54
H -4.87 -4.26 0.72
C 5.20 -0.54 0.09
C 2.87 2.98 -0.40
C 4.10 -0.98 0.87
H -0.27 1.46 3.92
C 1.25 1.15 5.32
C 0.13 -0.77 4.16
H 6.72 0.98 -0.44
H -1.44 3.43 -0.71
H 1.86 2.72 -0.71
H 2.77 -0.30 2.47
H -1.06 -3.37 -2.54
O -0.87 -1.27 3.46
H -6.08 1.69 1.76
H 5.88 3.13 2.32
C -1.51 3.11 -1.72
O -2.14 0.11 1.46
O 2.93 0.85 6.95
H -6.43 1.81 -0.10
H -0.87 1.96 -6.26
H -3.60 -0.71 -3.30
H -6.08 0.24 0.89
C 1.02 0.05 -0.30
C -0.78 -0.64 -1.86
C -1.72 -0.40 -0.81
H -2.94 -0.51 -0.88
H 0.37 0.12 1.79
H -0.63 -0.02 -7.46
H 2.07 0.20 -0.18
H -4.20 1.71 -4.00
C -1.29 -0.05 0.42
H 3.38 2.26 0.27
H 1.05 -2.67 4.72
H -4.44 0.18 -4.94
C 2.19 0.35 5.84
C 4.42 1.10 2.27
H 2.87 3.97 -0.03
C 0.18 0.60 4.49
O -4.30 1.65 0.73
C 5.40 1.48 1.42
C -0.19 -4.25 -1.14
H -2.89 0.50 1.40
O -1.40 -3.89 -1.83
H -4.36 2.48 0.41
H 4.01 1.78 3.03
H -1.34 3.97 -2.36
H -0.96 -0.80 -2.85
H 5.41 -1.20 -0.67
C 0.56 -0.37 -1.60
C -0.62 1.02 -5.86
O -4.06 0.08 -3.00
H -3.00 -4.91 0.48
C -3.99 -4.54 0.00
C 2.12 -1.12 5.54
H -0.46 -4.75 -0.17
C 0.15 0.16 0.77
H 3.63 0.35 7.18
H 0.42 1.19 -5.90
H -5.54 0.68 -3.91
C -4.59 0.73 -4.06
H -2.85 -3.21 -1.08
C 5.79 0.74 0.36
H 0.45 -3.36 -0.85
O 3.54 -2.22 0.66
H -0.81 1.12 -4.78
O 1.49 -0.49 -2.54

SMILES ... Oc1ccc(O)cc1.Oc1ccc(O)cc1.Oc1ccc(O)cc1.CO.CO.CO.CO.CO.CO.CO
Energy ... -1957.88637 Eh
Orbital gap ... 8.3 eV
Molecular weight ... 554.63 g/mol
Total charge ... 0
HOMO level ... -8.05 eV

So, what does the Löwdin scheme give us? The charges, in e, come out as: -0.09 0.09 0.10 0.15 0.14 0.03 0.13 -0.16 -0.01 -0.08 0.08 -0.12 0.03 0.13 0.03 0.01 -0.12 -0.19 0.11 -0.01 -0.12 -0.28 0.13 -0.05 -0.39 0.19 0.06 0.07 0.11 0.06 0.08 0.07 0.05 -0.14 0.08 0.04 0.14 0.06 0.08 0.06 -0.01 -0.02 -0.02 0.18 0.06 0.15 0.08 0.08 -0.28 0.06 0.15 0.09 -0.29 -0.04 0.06 0.01 -0.11 -0.35 -0.13 -0.04 -0.12 0.00 0.13 0.07 0.08 0.08 -0.34 -0.23 -0.10 0.10 -0.13 -0.02 0.09 0.07 0.03 0.06 0.03 -0.15 -0.03 -0.05 0.07 0.05 0.08 0.08

=====

# 2
Computed, not measured: a molecular structure, C34H80BGaNO16, with ωB97M-V/def2-TZVPD.

Atoms and positions in Å:
H -1.74 3.46 1.05
C -0.17 -3.74 1.48
H -1.00 2.45 -3.02
H 0.22 -5.21 -0.05
H -1.52 4.69 -7.34
O -1.23 -10.53 -1.42
C 6.07 4.12 9.36
C -4.23 6.13 -6.84
H -1.85 -10.96 -3.36
C 0.37 -12.78 -4.53
H -0.45 6.89 -5.68
O -3.44 -12.60 -2.08
H 2.14 4.96 9.38
O -0.45 5.95 4.55
H 0.91 3.84 -3.00
H 0.46 2.79 6.35
H 2.20 4.58 5.57
O 2.12 2.78 -1.78
H -0.05 -11.64 -0.22
H -4.90 6.74 -6.22
C -3.12 -3.34 2.35
O -0.09 0.71 -2.45
H 0.62 -11.75 -4.80
H 3.12 0.10 -5.70
O 4.66 4.25 9.29
H -4.45 6.33 -7.89
H 4.12 5.15 11.05
C -0.62 -7.33 0.90
H 1.29 -13.38 -4.42
H -2.95 -2.27 2.48
H 0.86 7.12 0.66
H -4.20 -3.54 2.37
H 6.55 4.99 8.90
C -3.54 -11.18 -1.99
C -0.19 2.13 -2.36
N -0.38 4.53 2.38
C 0.55 5.27 -7.69
C 1.12 2.78 -2.80
O -0.38 -12.80 -3.33
H -4.35 -10.86 -2.66
B -0.35 5.87 3.10
C -4.38 -13.25 -1.25
C -0.53 4.52 -6.92
C -2.06 8.06 1.09
O -1.26 -3.22 0.72
O 2.00 3.69 7.40
O 2.88 6.54 8.23
H 1.26 -5.35 1.40
O -2.88 6.48 -6.60
H -2.44 -9.47 -2.64
O -0.51 4.80 -5.52
C 2.04 4.88 6.61
H -5.40 -12.99 -1.54
H -4.21 -13.00 -0.20
H 1.10 4.71 0.72
C 2.72 1.51 -1.51
H 1.25 3.23 1.89
H 1.10 5.43 6.69
C -2.23 -10.53 -2.44
C 4.19 5.41 9.98
O 0.15 6.61 -7.95
C 2.82 5.82 9.46
H -2.34 5.15 1.64
Ga -0.16 7.57 1.85
H 1.50 2.35 -3.73
H -0.36 -3.68 2.55
H 0.38 -7.77 0.89
H 1.97 0.76 -1.29
C -3.33 8.14 0.71
C -2.54 -3.79 1.01
H -0.03 3.75 7.79
H -4.25 -14.33 -1.37
H 0.49 8.83 2.61
H -0.90 -1.02 -1.73
H 0.67 -3.06 1.27
H 6.39 4.02 10.40
C 0.73 3.07 7.37
H -3.20 -3.43 0.22
C -2.50 6.25 -5.25
H -2.51 -4.88 0.92
H 1.49 5.25 -7.12
C 3.73 0.53 -4.90
C -2.63 -3.40 4.65
H 3.97 1.56 -5.17
H 1.91 7.50 -7.34
H 4.34 0.27 -2.21
H -2.11 -2.44 4.61
C 1.02 4.35 1.81
H 0.71 4.78 -8.66
H -0.24 -13.21 -5.32
C 3.19 5.78 7.07
H 1.80 7.13 -9.09
H -4.39 5.07 -6.65
H 3.30 1.66 -0.59
H -2.83 7.11 -4.66
H -2.15 -4.01 5.42
H 0.95 -11.40 -2.56
H 4.89 6.24 9.86
O -0.63 -6.11 1.62
H -1.38 -12.55 -0.92
H -0.32 3.45 -7.00
H -0.71 6.21 -4.08
H 1.72 5.02 2.44
H 4.12 5.22 7.20
H -0.41 2.43 -1.33
C -0.98 6.10 -5.14
H -3.77 -10.87 -0.97
C 3.69 1.06 -2.60
H 4.64 -0.06 -4.79
O 2.97 0.51 -3.70
H -1.02 5.04 0.31
H 3.38 6.51 6.28
H 2.37 6.51 10.19
H -4.42 7.85 0.47
H -1.22 5.35 4.77
H -1.30 -8.02 1.40
H 0.99 -13.03 -1.84
C -1.03 0.06 -1.62
H 0.77 2.18 7.99
H 0.86 8.47 -8.39
C 0.24 -5.14 1.05
C 1.25 7.46 -8.21
H -2.98 5.34 -4.86
O -2.52 -4.07 3.41
H -3.68 -3.25 4.92
H -2.05 0.32 -1.91
C 0.34 -12.25 -2.23
H 4.30 1.91 -2.93
H -0.97 -7.17 -0.12
C -0.63 -11.79 -1.14
H -0.85 0.31 -0.57
C -1.41 4.55 1.29
H 6.36 3.23 8.81

Energy ... -4551.29053 Eh
Orbital gap ... 5.6 eV
Molecular weight ... 839.54 g/mol
Total charge ... -1
HOMO level ... -3.92 eV

Here are the Löwdin charges for atoms 1 to 99, given in e: 0.08 -0.17 0.12 0.13 0.12 -0.14 -0.12 -0.12 0.12 -0.11 0.12 -0.21 0.12 -0.03 0.12 0.09 0.13 -0.13 0.13 0.09 -0.20 -0.21 0.09 0.09 -0.21 0.09 0.12 -0.11 0.09 0.13 -0.09 0.12 0.09 -0.19 -0.18 -0.22 -0.20 -0.17 -0.21 0.13 -0.63 -0.11 -0.17 -0.29 -0.14 -0.21 -0.13 0.12 -0.21 0.13 -0.14 -0.19 0.08 0.09 0.06 -0.18 0.08 0.12 -0.17 -0.20 -0.21 -0.18 0.08 0.28 0.12 0.12 0.08 0.12 -0.14 -0.18 0.09 0.09 -0.12 0.08 0.13 0.08 -0.11 0.13 -0.19 0.12 0.13 -0.12 -0.11 0.09 0.09 0.12 0.09 -0.14 0.12 0.09 -0.16 0.08 0.09 0.13 0.13 0.09 0.13 0.12 -0.21

=====

# 3
Computed, not measured: a molecular structure, C22H48CdFN6O10, with ωB97M-V/def2-TZVPD.

Atoms and positions in Å:
F -32.44 -4.55 -8.76
C -32.28 -11.33 -7.26
H -30.14 -3.15 -5.08
C -33.87 -3.32 -11.18
H -34.30 -7.82 -9.42
O -28.21 -8.64 -5.38
H -29.99 -8.57 -9.43
H -27.92 -1.90 -8.89
H -34.30 -11.45 -7.31
C -31.12 -12.82 -8.91
C -25.94 -10.28 -8.92
H -36.04 -6.75 -6.22
H -27.21 -9.50 -10.30
C -28.23 -2.93 -8.71
H -33.49 -9.31 -9.84
H -36.33 -8.91 -9.05
H -29.52 -9.56 -10.74
H -30.13 -4.81 -5.25
H -25.62 -8.40 -5.71
H -33.12 -12.25 -8.90
C -31.74 -3.00 -10.28
O -35.90 -7.50 -3.80
C -35.83 -6.38 -4.19
O -28.60 -10.29 -7.65
H -34.43 -8.46 -11.03
N -32.30 -12.20 -8.31
C -29.70 -9.60 -9.67
N -35.62 -9.49 -9.46
H -37.10 -12.24 -8.33
H -32.58 -7.38 -7.22
C -35.80 -10.85 -9.45
H -28.47 -4.75 -3.82
H -31.45 -5.14 -10.39
N -27.28 -9.98 -9.42
C -32.22 -4.45 -10.05
O -30.85 -8.26 -6.47
C -37.24 -11.35 -8.94
Cd -29.73 -9.83 -5.99
H -31.60 -13.71 -9.32
H -28.95 -3.13 -9.50
H -37.75 -11.62 -9.86
C -34.96 -4.43 -3.20
O -28.73 -1.72 -6.76
H -27.55 -4.72 -5.37
H -33.74 -11.04 -5.66
H -30.68 -12.27 -9.74
H -25.82 -10.15 -7.85
C -27.67 -7.52 -5.30
C -26.18 -7.46 -5.80
H -25.67 -11.31 -9.17
H -30.73 -2.87 -10.67
C -35.39 -6.10 -5.64
H -36.34 -5.78 -2.46
H -27.43 -3.68 -8.69
H -34.32 -6.22 -5.83
C -28.48 -10.01 -8.82
C -30.45 -3.92 -5.78
C -31.53 -7.20 -7.00
H -31.69 -6.40 -6.27
H -31.05 -6.62 -7.79
O -33.41 -4.56 -10.79
H -31.78 -2.43 -9.36
H -37.83 -10.65 -8.34
N -36.07 -5.34 -3.32
H -26.07 -7.14 -6.83
H -35.21 -3.43 -3.55
H -33.76 -9.81 -6.86
O -34.95 -11.51 -9.85
H -30.39 -13.24 -8.22
O -32.76 -2.46 -11.20
H -25.52 -6.82 -5.21
N -29.78 -3.83 -7.08
H -30.04 -4.59 -7.70
C -33.59 -10.87 -6.72
O -35.01 -3.04 -11.53
H -30.55 -10.19 -9.33
O -31.27 -11.00 -6.61
C -27.68 -5.22 -4.41
H -34.93 -4.32 -2.12
H -26.66 -5.27 -4.03
H -25.27 -9.73 -9.58
H -35.51 -5.03 -5.79
C -28.97 -2.76 -7.44
C -34.41 -8.75 -9.98
N -28.19 -6.50 -4.65
H -34.02 -4.76 -3.64
H -29.15 -6.66 -4.39
H -31.53 -3.80 -5.70

Energy ... -2215.35575 Eh
Orbital gap ... 8.4 eV
Molecular weight ... 688.07 g/mol
Total charge ... +1
HOMO level ... -10.80 eV

So, what does the Löwdin scheme give us? The charges, in e, come out as: 0.08 -0.48 0.09 -0.44 0.07 -0.13 0.08 0.10 0.07 -0.05 -0.04 0.08 0.14 -0.01 0.06 0.12 0.09 0.04 0.08 0.11 -0.03 0.08 -0.58 -0.08 0.08 0.05 0.03 0.02 0.07 0.05 -0.58 0.10 0.16 0.03 -0.36 -0.48 0.03 1.42 0.09 0.05 0.08 -0.10 0.02 0.09 0.11 0.08 0.08 -0.44 0.03 0.09 0.12 0.01 0.13 0.09 0.06 -0.49 -0.09 -0.33 0.04 0.04 0.11 0.14 0.07 -0.01 0.08 0.08 0.09 0.07 0.10 0.04 0.07 0.03 0.10 0.03 0.16 0.06 -0.12 -0.07 0.09 0.10 0.09 0.07 -0.51 -0.05 0.03 0.08 0.15 0.08

=====

In the order shown, the computed LUMO level values come out to 0.3; 1.7; -2.4 eV.